# C15H22BrN2O3

2 unconnected molecules or ions with the total composition C15H22BrN2O3 at a distorted geometry (wB97M-V/def2-TZVPD, the OMol25 dataset).

Each line ends with the Löwdin charge.
Atoms and positions in Å:
C  4.6178  -1.6864  2.5907  0.13
C  4.7178  -1.4327  1.4181  -0.14
C  4.4713  -1.2936  -0.0362  -0.18
C  3.5661  -0.0602  -0.3711  -0.19
C  2.6593  0.3560  0.8215  -0.16
C  1.4768  1.2063  0.4312  -0.13
C  0.1453  0.7863  0.6195  -0.08
C  -0.2268  -0.5337  1.2330  -0.12
C  -1.0448  -1.4674  0.3012  -0.13
C  -0.0406  -2.3073  -0.5431  -0.23
O  0.3489  -3.4386  0.2323  -0.05
C  -0.8786  1.6821  0.2394  -0.01
N  -0.7641  2.8711  -0.2840  0.21
N  0.4915  3.2097  -0.4089  -0.19
O  0.6751  4.4718  -0.9213  0.05
C  1.5571  2.4963  -0.1138  -0.48
Br  3.2781  3.2580  -0.4244  0.98
H  4.5292  -1.8987  3.6317  0.04
H  4.0462  -2.1973  -0.4788  0.12
H  5.4536  -1.1108  -0.4871  0.12
H  3.0040  -0.2261  -1.2968  0.12
H  4.2570  0.7632  -0.5670  0.05
H  3.2846  0.9707  1.4842  0.13
H  2.3012  -0.5061  1.3792  0.09
H  0.6208  -1.1049  1.6155  0.11
H  -0.8610  -0.3127  2.1066  0.15
H  -1.6565  -2.1281  0.9213  0.13
H  -1.6940  -0.8612  -0.3318  0.07
H  -0.4561  -2.5761  -1.5180  0.12
H  0.8531  -1.6694  -0.6585  0.11
H  1.2654  -3.3169  0.4908  0.08
H  -1.9137  1.3619  0.3995  0.12
H  1.0067  5.0072  -0.1796  0.13
C  -6.0275  0.4623  -0.5526  -0.01
C  -4.5418  0.2456  -0.6326  -0.48
O  -3.8327  0.3996  0.3444  0.03
C  -3.9842  -0.1670  -1.9724  -0.01
H  -6.2964  0.7544  0.4604  0.09
H  -6.3250  1.2565  -1.2389  0.09
H  -6.5527  -0.4603  -0.8039  0.09
H  -4.1997  0.6013  -2.7163  0.09
H  -4.4243  -1.1156  -2.2822  0.10
H  -2.9064  -0.2893  -1.9012  0.06

Properties
energy: -95065.741 eV
total charge: +1
lowest unoccupied orbital energy: -4.5 eV